ORCA calculation (ωB97M-V with the def2-TZVPD basis set) on a molecular structure, C23H41Cl4N8O7P2Sc in a non-equilibrium geometry.

## Properties
HOMO level	-12.60	eV
total charge	+2
lowest unoccupied orbital energy	-5.10	eV
gap between HOMO and LUMO	7.50	eV
energy relative to the best compared isomer or geometry (same formula, charge and spin)	7.2	kcal/mol

Cartesian coordinates (Å):
Sc (-1.747, 8.724, 18.482)
Cl (-5.692, 12.490, 22.644)
C (-4.610, 12.049, 21.466)
C (-3.861, 13.025, 20.742)
Cl (-4.107, 14.707, 21.140)
C (-2.841, 12.652, 19.881)
Cl (-1.793, 13.835, 19.254)
C (-2.602, 11.321, 19.655)
O (-1.697, 10.786, 18.729)
C (-3.339, 10.348, 20.270)
O (-3.089, 9.116, 19.882)
C (-4.317, 10.704, 21.183)
Cl (-5.143, 9.491, 22.144)
N (-3.154, 6.426, 19.907)
C (-3.685, 5.202, 19.995)
C (-3.132, 4.421, 18.964)
C (-2.218, 5.247, 18.340)
N (-2.266, 6.486, 18.870)
H (-3.353, 7.311, 20.407)
H (-4.416, 4.837, 20.723)
H (-3.320, 3.405, 18.740)
H (-1.495, 5.003, 17.550)
C (0.632, 9.771, 24.586)
C (-0.063, 8.658, 23.791)
O (0.577, 8.449, 22.461)
P (0.005, 9.333, 21.264)
O (-0.163, 8.274, 19.973)
C (0.970, 7.474, 19.500)
C (0.993, 6.129, 20.227)
O (1.380, 9.997, 20.682)
C (2.408, 10.600, 21.456)
C (3.308, 11.383, 20.548)
H (0.215, 9.841, 25.587)
H (0.559, 10.730, 24.057)
H (1.667, 9.503, 24.688)
H (-1.146, 8.950, 23.644)
H (-0.014, 7.696, 24.303)
H (1.892, 8.079, 19.515)
H (0.755, 7.278, 18.425)
H (1.637, 6.163, 21.111)
H (1.276, 5.326, 19.523)
H (-0.015, 5.929, 20.531)
H (2.964, 9.831, 21.983)
H (2.032, 11.298, 22.147)
H (3.718, 10.803, 19.710)
H (4.041, 11.813, 21.188)
H (2.790, 12.216, 20.056)
C (-2.722, 7.870, 15.560)
N (-3.618, 7.846, 14.442)
C (-3.851, 9.244, 14.048)
N (-4.334, 10.085, 15.152)
C (-3.369, 10.038, 16.233)
N (-3.216, 8.648, 16.726)
C (-4.551, 8.069, 17.112)
N (-5.468, 8.092, 15.984)
C (-4.942, 7.294, 14.869)
C (-5.666, 9.473, 15.532)
H (-1.760, 8.323, 15.275)
H (-2.530, 6.847, 15.962)
H (-4.644, 9.272, 13.287)
H (-2.926, 9.674, 13.603)
H (-3.690, 10.709, 17.022)
H (-2.433, 10.419, 15.839)
H (-4.942, 8.727, 17.885)
H (-4.401, 7.089, 17.426)
H (-5.587, 7.294, 13.987)
H (-4.795, 6.239, 15.200)
H (-6.096, 10.063, 16.363)
H (-6.344, 9.536, 14.643)
N (2.345, 9.902, 14.148)
C (0.966, 9.997, 14.736)
P (1.131, 10.002, 16.562)
O (2.549, 9.643, 16.733)
O (-0.016, 9.291, 17.172)
C (0.840, 11.783, 16.993)
N (0.550, 11.900, 18.447)
H (2.943, 9.536, 14.959)
H (2.682, 10.832, 13.938)
H (2.436, 9.360, 13.269)
H (0.387, 9.122, 14.445)
H (0.452, 10.842, 14.335)
H (-0.113, 12.002, 16.474)
H (1.602, 12.473, 16.688)
H (0.459, 12.833, 18.814)
H (1.214, 11.400, 19.014)
H (-0.414, 11.462, 18.627)

Results of the Löwdin charge analysis, in e, for atoms 1 through 5: Sc 1.0507; Cl 0.7758; C -0.7455; C -0.6547; Cl 0.6877